Below is a molecular structure, C3H4N4, with properties calculated with ωB97M-V/def2-TZVPD.

Properties
Relative energy (zero: lowest compared OMol25 entry of this formula, charge and spin): 108.6 kcal per mole
HOMO level (alpha / beta): -0.31130 / -0.31130 hartree
Frontier orbital gap (alpha / beta): 0.309 / 0.309 hartree
Molar mass: 96.093 g/mol
Lowest unoccupied orbital energy (alpha / beta): -0.06 / -0.06 eV
F_max: 0.075 Eh/bohr
Charge: 0

Each line ends with the Mulliken charge.
Geometry (Å):
N  -0.75137  0.30770  1.68919  -0.54
C  -0.63091  0.04736  0.36298  0.68
C  -0.35947  -1.21834  -0.22797  -0.19
N  0.85288  -0.82486  -0.54506  -0.36
C  1.18460  0.28681  -1.37233  -0.09
N  0.22419  1.19199  -1.41406  -0.33
N  -0.71904  1.08350  -0.53958  -0.33
H  -0.59871  -0.47725  2.30662  0.25
H  -0.27342  1.14705  1.99773  0.26
H  -0.89046  -2.11624  -0.61604  0.31
H  2.20393  0.58909  -1.65494  0.34

=====

Below is a single C3H4N4 molecule, with properties calculated with ωB97M-V/def2-TZVPD.

Properties
Relative energy (zero: lowest compared OMol25 entry of this formula, charge and spin): 118.1 kcal per mole
HOMO level: -0.27130 hartree
Frontier orbital gap: 0.293 hartree
Molar mass: 96.093 g/mol
Lowest unoccupied orbital energy: 0.59 eV
F_max: 0.025 Eh/bohr
Charge: 0

Each line ends with the Mulliken charge.
Geometry (Å):
N  2.00441  -0.22196  -0.35887  -0.54
C  0.60619  -0.05573  -0.37506  0.26
C  -0.08492  0.98193  0.38004  -0.26
N  -1.28961  0.78298  0.75841  -0.06
C  -2.46465  0.39328  0.79489  -0.35
N  -1.01159  -1.52085  -1.48027  -0.58
N  -0.19590  -0.88925  -0.99056  0.44
H  2.32317  -0.99227  0.21857  0.24
H  2.42926  -0.27230  -1.27590  0.26
H  0.41816  1.91826  0.59985  0.39
H  -2.73452  -0.12410  1.72891  0.20

=====

Below is 2 unconnected molecules or ions with the total composition C3H4N4, with properties calculated with ωB97M-V/def2-TZVPD.

Properties
Relative energy (zero: lowest compared OMol25 entry of this formula, charge and spin): 166.9 kcal per mole
HOMO level: -0.36348 hartree
Frontier orbital gap: 0.346 hartree
Molar mass: 96.093 g/mol
Lowest unoccupied orbital energy: -0.48 eV
F_max: 0.131 Eh/bohr
Charge: 0

Each line ends with the Mulliken charge.
Geometry (Å):
C  2.53973  0.28332  0.08018  -0.26
C  -0.59045  1.10143  -0.10212  -0.01
C  -0.62888  -0.98884  0.07943  -0.17
H  2.23407  1.29868  1.14221  0.26
H  3.60189  -0.13562  -0.57964  0.28
H  -0.26973  2.17056  -0.06915  0.33
H  -0.30392  -1.84819  0.36542  0.49
N  1.53422  -0.58706  -0.20185  -0.57
N  0.27651  -0.04202  0.06432  0.35
N  -1.76576  0.78752  -0.06758  -0.29
N  -1.92850  -0.71000  0.03314  -0.42

=====

Below is 3 unconnected molecules or ions with the total composition C3H4N4O, with properties calculated with ωB97M-V/def2-TZVPD.

Properties
Relative energy (zero: lowest compared OMol25 entry of this formula, charge and spin): 187.7 kcal per mole
HOMO level: -0.37713 hartree
Frontier orbital gap: 0.343 hartree
Molar mass: 112.092 g/mol
Lowest unoccupied orbital energy: -0.93 eV
F_max: 0.161 Eh/bohr
Charge: 0

Each line ends with the Mulliken charge.
Geometry (Å):
C  1.08116  0.13793  0.12147  0.53
C  0.98283  -1.34947  -0.14630  -0.04
C  -1.01299  -0.54261  0.24060  0.54
H  -0.25470  1.64829  -1.57498  0.29
H  -0.27746  3.00612  0.02921  0.28
H  2.84230  -0.07317  -0.46514  0.26
H  1.73107  -2.09954  -0.40648  0.38
N  -0.75478  1.96557  -0.33182  -0.48
N  -0.21622  0.66888  1.00732  -0.28
N  2.21146  0.65394  -0.13437  -0.61
N  -0.25493  -1.66452  -0.05442  -0.43
O  -2.15573  -0.41548  -0.28553  -0.45

=====

Below is a single C3H4N4O molecule, with properties calculated with ωB97M-V/def2-TZVPD.

Properties
Relative energy (zero: lowest compared OMol25 entry of this formula, charge and spin): 38.7 kcal per mole
HOMO level: -0.32398 hartree
Frontier orbital gap: 0.330 hartree
Molar mass: 112.092 g/mol
Lowest unoccupied orbital energy: 0.17 eV
F_max: 0.095 Eh/bohr
Charge: 0

Each line ends with the Mulliken charge.
Geometry (Å):
C  0.81090  -0.48471  0.94585  0.57
C  -1.08300  -1.15847  -0.35884  0.16
C  0.19600  0.98779  -0.56996  0.41
H  1.14598  -1.38494  2.55260  0.39
H  -2.14375  -1.59174  -0.70986  0.28
H  -1.41753  0.27951  -1.71191  0.30
H  0.85272  2.73664  -1.08242  0.27
N  -0.24436  -1.46805  0.65664  -0.60
N  -0.87133  0.09577  -0.81619  -0.17
N  -0.04197  2.22034  -1.05241  -0.71
N  1.16793  0.51207  0.23599  -0.47
O  1.62840  -0.74421  1.91051  -0.44

=====

Below is a molecular structure, C3H4N4O, with properties calculated with ωB97M-V/def2-TZVPD.

Properties
Relative energy (zero: lowest compared OMol25 entry of this formula, charge and spin): 144.2 kcal per mole
HOMO level: -0.35788 hartree
Frontier orbital gap: 0.345 hartree
Molar mass: 112.092 g/mol
Lowest unoccupied orbital energy: -0.34 eV
F_max: 0.126 Eh/bohr
Charge: 0

Each line ends with the Mulliken charge.
Geometry (Å):
C  -0.01727  1.42484  -2.06265  -0.28
C  0.31791  -1.42744  -0.32218  0.12
C  -0.46381  -0.14762  1.20702  0.50
H  -0.80282  1.50395  -3.17674  0.22
H  -0.31902  2.23802  -1.35830  0.28
H  0.69852  -2.17598  -0.92828  0.40
H  -0.74310  1.17448  2.41822  0.29
N  0.50417  0.36274  -1.73496  -0.34
N  1.03445  -0.06312  -0.42385  0.08
N  -0.67177  -1.37363  0.58404  -0.42
N  -1.10874  0.07834  2.34034  -0.58
O  0.47983  0.64131  0.59412  -0.27

=====

Below is a single C3H4N4O molecule, with properties calculated with ωB97M-V/def2-TZVPD.

Properties
Relative energy (zero: lowest compared OMol25 entry of this formula, charge and spin): 112.3 kcal per mole
HOMO level: -0.35279 hartree
Frontier orbital gap: 0.366 hartree
Molar mass: 112.092 g/mol
Lowest unoccupied orbital energy: 0.35 eV
F_max: 0.084 Eh/bohr
Charge: 0

Each line ends with the Mulliken charge.
Geometry (Å):
C  1.99917  -0.05007  0.03919  0.06
C  -0.45020  0.09710  -0.08117  0.53
C  -1.73058  0.71368  -0.12652  -0.32
H  1.04978  -1.76906  -0.60258  0.38
H  2.92641  0.60056  0.71376  0.22
H  0.85237  1.80893  0.04937  0.24
H  -1.93359  1.72637  -0.12166  0.41
N  2.00914  -1.30711  -0.24018  -0.59
N  0.74729  0.74421  0.07737  -0.20
N  -2.65822  -0.13053  -0.12515  -0.32
N  -0.72869  -1.11746  0.33380  -0.35
O  -2.08288  -1.31664  0.08377  -0.08

=====

Below is a single C3H4N4O molecule, with properties calculated with ωB97M-V/def2-TZVPD.

Properties
Relative energy (zero: lowest compared OMol25 entry of this formula, charge and spin): 85.3 kcal per mole
HOMO level: -0.33867 hartree
Frontier orbital gap: 0.360 hartree
Molar mass: 112.092 g/mol
Lowest unoccupied orbital energy: 0.58 eV
F_max: 0.018 Eh/bohr
Charge: 0

Each line ends with the Mulliken charge.
Geometry (Å):
C  -0.98492  0.52887  -0.01923  0.50
C  2.43062  -0.33948  -0.01411  -0.30
C  -0.85897  1.97045  0.00243  0.36
H  -3.00254  -1.62444  0.01364  0.37
H  0.06881  -1.22767  0.06724  0.33
H  3.38850  0.14284  -0.05536  0.26
H  2.39684  -1.42426  -0.00188  0.22
N  -2.17682  0.03881  -0.03755  -0.50
N  0.18200  -0.22290  0.04635  0.23
N  1.38838  0.39242  -0.01551  -0.70
N  -0.74977  3.11834  0.01074  -0.38
O  -2.08213  -1.35298  0.00326  -0.39

=====

Below is 2 unconnected molecules or ions with the total composition C3H4N4O, with properties calculated with ωB97M-V/def2-TZVPD.

Properties
Relative energy (zero: lowest compared OMol25 entry of this formula, charge and spin): 98.8 kcal per mole
HOMO level: -0.34629 hartree
Frontier orbital gap: 0.327 hartree
Molar mass: 112.092 g/mol
Lowest unoccupied orbital energy: -0.53 eV
F_max: 0.109 Eh/bohr
Charge: 0

Each line ends with the Mulliken charge.
Geometry (Å):
C  -0.80469  -0.13028  0.00269  0.63
C  -0.55565  1.25869  -0.17796  -0.33
C  1.35116  -0.43457  0.02736  0.60
H  -2.02941  -1.78819  0.97870  0.36
H  -2.76913  -0.05362  -0.35683  0.24
H  -1.30701  2.09168  -0.17961  0.33
H  3.17410  -0.60438  -0.13935  0.39
N  -2.08135  -0.82098  -0.19210  -0.57
N  0.70435  1.68382  -0.00029  -0.40
N  1.74175  0.84882  0.15553  -0.37
N  0.17632  -0.93723  0.14977  -0.40
O  2.39955  -1.11375  -0.26791  -0.48

=====

Below is a single C3H4N4O2 molecule, with properties calculated with ωB97M-V/def2-TZVPD.

Properties
Relative energy (zero: lowest compared OMol25 entry of this formula, charge and spin): 52.7 kcal per mole
HOMO level: -0.32037 hartree
Frontier orbital gap: 0.349 hartree
Molar mass: 128.091 g/mol
Lowest unoccupied orbital energy: 0.77 eV
F_max: 0.053 Eh/bohr
Charge: 0

Each line ends with the Mulliken charge.
Geometry (Å):
C  0.37548  0.76564  0.02211  0.33
C  2.08659  -0.68848  0.20580  0.02
C  -2.32237  -0.60165  -0.12025  0.20
H  -1.26403  1.70883  -0.06037  0.30
H  2.32274  1.39779  -0.13127  0.19
H  3.09103  -1.06791  0.19946  0.40
H  -3.07246  -1.11676  -0.77954  0.32
N  -0.26804  1.86920  -0.13695  -0.76
N  1.73866  0.60889  0.03667  -0.08
N  1.03127  -1.47997  0.28889  -0.74
N  -0.05061  -0.59719  0.26653  0.51
O  -1.09592  -0.98749  -0.52631  -0.23
O  -2.57234  0.18909  0.73522  -0.46